C5H9N in the gas phase at a distorted geometry, computed with the ωB97M-V functional and the def2-TZVPD basis.

Geometry (Å):
C -1.696 -0.045 -0.219
C -0.686 -0.151 -1.266
C 0.359 -0.015 -0.218
C 0.896 1.324 0.173
C 0.914 -1.258 0.400
N -2.463 0.084 0.714
H -0.708 -1.111 -1.781
H -0.769 0.665 -1.981
H 0.127 2.096 0.124
H 1.710 1.634 -0.493
H 1.291 1.293 1.189
H 1.381 -1.037 1.359
H 1.672 -1.716 -0.244
H 0.138 -2.007 0.563
H -2.167 0.246 1.681

The HOMO energy is -6.325 eV. Its total charge is 0. Its multiplicity is 1. As for the energy above the lowest of the compared OMol25 structures with the same formula, charge and spin: 351.38 kJ/mol. The calculation puts the total energy at -6817.3531 eV. The value obtained for the orbital gap is 7.2 eV.